{"formula": "C5H12N2", "method": "ωB97M-V with the def2-TZVPD basis set", "species": ["C", "C", "C", "N", "C", "C", "N", "H", "H", "H", "H", "H", "H", "H", "H", "H", "H", "H", "H"], "positions_angstrom": [[1.43412, 0.32359, 0.27546], [0.56408, 1.20604, -0.67613], [-0.39991, 0.34822, -1.50544], [-1.14916, -0.09880, 1.69945], [-1.79307, -0.16289, 0.66559], [-1.41155, -0.41982, -0.74983], [1.69694, -1.07283, -0.15871], [0.99284, 0.17293, 1.26024], [2.43162, 0.73456, 0.44917], [1.28004, 1.68822, -1.33840], [-0.00713, 1.87091, -0.02836], [-0.91382, 0.95555, -2.26529], [0.23100, -0.26425, -2.14823], [1.60604, -1.62634, 2.97928], [1.67530, -0.91571, 2.78117], [-2.87825, 0.05131, 0.70168], [-2.29069, -0.69260, -1.33858], [1.95593, -1.11981, -1.13879], [0.81757, -1.57503, -0.08345]], "forces_ev_per_a": [[0.526, -1.097, -0.174], [0.402, -1.299, 0.794], [0.414, 1.066, -0.158], [-0.064, 0.679, 1.297], [1.455, -0.993, -1.396], [-1.488, 0.168, 0.283], [-0.474, 0.336, -0.135], [-0.291, 0.487, -0.101], [-0.221, 0.504, -0.105], [-0.403, 0.527, -0.094], [0.169, 0.487, -0.334], [-0.015, 0.199, 0.234], [-0.240, -0.701, 0.045], [0.020, -0.007, 0.037], [0.026, -0.082, 0.106], [-0.226, -0.139, -0.367], [0.094, 0.061, -0.046], [0.185, 0.037, 0.073], [0.132, -0.234, 0.042]], "mulliken_charge": [-0.487, -0.743, -0.429, -0.549, -0.013, -0.349, -0.580, 0.135, 0.405, 0.344, 0.354, 0.363, 0.328, 0.169, -0.173, 0.356, 0.298, 0.230, 0.343], "orbital_gap_ev": 6.1, "homo_energy_ha": -0.2905, "lumo_ev": -1.8475, "multiplicity": 1}

---

{"formula": "C7H12ClIO3PYb", "method": "ωB97M-V with the def2-TZVPD basis set", "species": ["C", "C", "H", "H", "H", "O", "I", "Yb", "P", "C", "C", "H", "H", "H", "C", "H", "H", "H", "H", "H", "H", "C", "O", "Cl", "O", "C"], "positions_angstrom": [[-3.96415, 2.93544, -6.12916], [-3.70593, 1.86978, -5.10530], [-4.80628, 2.63580, -6.77661], [-3.06047, 3.08378, -6.72508], [-4.19360, 3.87307, -5.61722], [-4.29953, 0.82220, -4.95956], [-2.02511, 2.39396, -3.77244], [-0.04253, 0.22013, -0.12993], [1.56550, -0.95701, -1.55701], [1.78515, -2.71503, -1.45791], [1.07976, -0.59689, -3.25789], [3.12696, 0.87548, -1.44796], [3.85358, -0.61304, -2.14998], [3.60897, -0.46757, -0.37826], [3.19551, -0.21909, -1.36704], [0.94377, 0.48640, -3.39167], [1.86182, -0.96420, -3.93223], [2.51324, -3.02624, -2.21381], [0.83138, -3.23633, -1.63120], [0.12596, -1.09280, -3.49434], [2.14777, -3.00172, -0.45926], [-0.40792, -1.73163, 0.74648], [-0.66767, -2.77967, 1.32620], [0.51641, 2.16453, -1.01094], [-0.00138, -0.00550, 3.24401], [0.01877, 0.04614, 2.10058]], "forces_ev_per_a": [[-0.164, -0.098, -0.090], [-2.288, -2.937, -0.245], [0.401, 0.044, 0.384], [-0.063, 0.025, 0.065], [0.052, -0.056, -0.048], [2.004, 3.016, -0.131], [0.144, -0.152, 0.242], [-2.917, 3.150, -1.501], [1.986, -1.052, -2.038], [-0.035, -0.957, 0.266], [-0.516, 0.211, -0.277], [0.088, -0.358, -0.075], [-0.055, 0.056, 0.146], [0.022, 0.037, -0.315], [0.375, 0.386, 0.447], [0.099, -0.340, -0.051], [-0.132, 0.031, 0.078], [-0.099, -0.105, 0.138], [0.309, 0.094, -0.071], [0.294, 0.110, -0.051], [0.026, 0.016, -0.321], [-3.104, -13.455, 5.890], [2.253, 8.726, -4.864], [1.005, 2.777, -0.974], [0.072, 0.069, -4.037], [0.240, 0.760, 7.434]], "mulliken_charge": [-0.906, 0.495, 0.298, 0.330, 0.331, -0.406, -0.085, 0.918, 0.683, -1.083, -1.063, 0.392, 0.413, 0.404, -1.131, 0.341, 0.406, 0.386, 0.378, 0.392, 0.398, 0.274, -0.107, -0.249, 0.015, 0.179], "orbital_gap_ev": [4.1, 4.0], "homo_energy_ha": [-0.5422, -0.5422], "lumo_ev": [-10.7029, -10.7060], "multiplicity": 2, "total_charge": 2}

---

Relative energy (zero: lowest compared OMol25 entry of this formula, charge and spin) for every record listed, in sequence, given in kcal/mol: 146.6 29.9.